Density functional theory data (the ωB97M-V functional and the def2-TZVPD basis) for the ion CH3N2OS with charge -1 in a non-equilibrium geometry.

The orbital gap (spin up / spin down) comes out at 4.90 / 6.26 eV. As for the LUMO energy (spin up / spin down): 4.2 / 2.7 eV. As for the spin multiplicity: 3. The value obtained for the energy above the lowest of the compared OMol25 structures with the same formula, charge and spin is 1.396 eV. As for the total charge: -1. As for the expectation value of S²: 2.015.

Element x y z (Å)
C  -0.54056  0.52795  0.87526
N  -0.16062  0.43200  -0.55924
N  0.58624  -0.40799  -1.05050
O  1.14518  -1.58016  -0.27369
S  0.86221  -0.47961  -2.60743
H  0.37024  0.89753  1.50461
H  -1.42838  1.17287  0.83416
H  -0.83430  -0.56259  1.27683

Taken from the Mulliken analysis, the atomic charges in e are: atom 1 (C): -0.5839, atom 2 (N): -0.6749, atom 3 (N): 0.6163, atom 4 (O): -0.6020, atom 5 (S): -0.3774, atom 6 (H): 0.1816, atom 7 (H): 0.2677, atom 8 (H): 0.1726